No. 1
C34H49NO31 | the ωB97M-V functional and the def2-TZVPD basis

```
! RIJCOSX wB97M-V def2-TZVPD def2/J DEFGRID3
* xyz 0 1
C -2.076 1.569 1.492
C -1.985 0.295 0.648
C -1.899 0.504 -0.853
O -0.558 0.689 -1.308
C -0.212 2.036 -1.508
C 1.262 2.356 -1.211
N 1.988 1.523 -0.277
C 1.223 1.184 0.920
C 2.660 0.382 -0.811
C 3.958 0.155 -0.079
O 2.272 -0.309 -1.723
O 1.941 2.420 -2.472
C 2.132 3.713 -2.829
O 2.820 4.094 -3.753
O 1.366 4.503 -2.009
C 1.475 3.848 -0.760
O 0.540 4.395 0.073
O 2.780 4.055 -0.375
H -1.652 2.442 1.006
H -1.533 1.429 2.419
H -3.101 1.801 1.749
H -1.185 -0.355 0.975
H -2.899 -0.273 0.797
H -2.568 1.292 -1.185
H -2.241 -0.410 -1.316
H -0.362 2.281 -2.558
H -0.862 2.706 -0.955
H 1.904 1.126 1.762
H 0.719 0.228 0.847
H 0.492 1.944 1.153
H 3.851 0.584 0.903
H 4.142 -0.908 -0.050
H 4.716 0.685 -0.638
H 0.756 4.190 0.988
H 2.859 4.002 0.584
C -5.734 2.443 4.996
C -5.402 0.966 4.964
O -4.043 0.970 4.519
C -3.499 2.173 4.824
O -2.348 2.434 4.729
O -4.456 3.036 5.243
H -6.436 2.710 5.781
H -6.111 2.807 4.038
H -5.447 0.506 5.953
H -6.025 0.399 4.278
C 1.417 2.269 5.670
C 2.718 1.566 5.343
O 2.873 1.858 3.947
C 2.175 2.976 3.673
O 2.224 3.567 2.637
O 1.404 3.337 4.712
H 1.382 2.664 6.681
H 0.543 1.639 5.499
H 3.570 1.981 5.884
H 2.681 0.493 5.504
C -5.290 -0.223 -4.865
C -5.039 -1.680 -4.591
O -4.448 -1.638 -3.277
C -4.842 -0.496 -2.675
O -4.653 -0.239 -1.529
O -5.472 0.323 -3.549
H -6.172 -0.065 -5.478
H -4.433 0.267 -5.332
H -5.960 -2.255 -4.550
H -4.370 -2.135 -5.306
C 4.108 -4.017 -0.539
C 4.461 -5.444 -0.177
O 4.785 -5.334 1.213
C 4.161 -4.236 1.710
O 4.095 -3.963 2.860
O 3.627 -3.500 0.706
H 3.339 -3.941 -1.303
H 4.977 -3.434 -0.849
H 3.615 -6.125 -0.288
H 5.308 -5.832 -0.736
C 7.504 2.062 1.232
C 8.091 1.903 2.620
O 7.025 1.254 3.323
C 6.253 0.602 2.416
O 5.401 -0.167 2.704
O 6.593 0.959 1.155
H 8.241 2.001 0.437
H 6.939 2.990 1.126
H 8.970 1.256 2.633
H 8.337 2.850 3.093
C -8.415 0.221 -9.822
C -7.752 1.144 -8.822
O -7.482 0.264 -7.725
C -7.414 -1.006 -8.212
O -7.037 -1.951 -7.605
O -7.836 -1.044 -9.497
H -8.203 0.482 -10.856
H -9.496 0.160 -9.682
H -6.808 1.551 -9.186
H -8.395 1.960 -8.504
C 7.370 -0.026 6.332
C 7.725 -1.432 6.765
O 7.954 -1.269 8.170
C 7.278 -0.172 8.587
O 7.127 0.139 9.720
O 6.798 0.523 7.526
H 6.656 0.004 5.515
H 8.248 0.563 6.061
H 6.902 -2.133 6.620
H 8.614 -1.821 6.276
C -5.258 -6.839 -5.227
C -6.267 -5.909 -4.589
O -5.738 -4.618 -4.904
C -4.948 -4.743 -6.008
O -4.488 -3.839 -6.622
O -4.758 -6.048 -6.308
H -5.697 -7.760 -5.601
H -4.431 -7.082 -4.558
H -7.259 -6.000 -5.036
H -6.347 -6.034 -3.513
*
```

As for the strongest force on any atom: 0.0489 hartree/bohr. Its HOMO energy is -8.424 eV. Its lowest unoccupied orbital energy is 0.42 eV. Its HOMO-LUMO gap is 8.841 eV. The total energy comes out at -3712.23716 Ha.

Results of the Mulliken charge analysis, in e, for atoms 1 through 8: number 1, C, carries -0.750; number 2, C, carries -0.792; number 3, C, carries -0.550; number 4, O, carries -0.397; number 5, C, carries -1.315; number 6, C, carries 1.643; number 7, N, carries 0.931; number 8, C, carries -0.761

***

No. 2
C3H6ClP | the ωB97M-V functional and the def2-TZVPD basis

```
! RIJCOSX wB97M-V def2-TZVPD def2/J DEFGRID3
* xyz 0 1
C 1.972 -1.386 0.323
C 0.075 -0.320 -0.234
C -1.067 -0.492 0.559
P -1.784 1.255 0.296
Cl -2.422 -1.579 -0.037
H 2.798 -0.983 -0.245
H 2.093 -1.388 1.397
H 0.030 -0.455 -1.305
H -0.938 -0.697 1.619
H -1.699 1.214 -1.096
H -0.583 1.959 0.420
*
```

As for the strongest force on any atom: 0.1071 hartree/bohr. Its HOMO energy (spin up / spin down) is -9.132 / -8.020 eV. Its lowest unoccupied orbital energy (spin up / spin down) is -0.88 / -0.44 eV. Its HOMO-LUMO gap (spin up / spin down) is 8.252 / 7.580 eV. The total energy comes out at -919.18274 Ha. The value obtained for the energy above the lowest of the compared OMol25 structures with the same formula, charge and spin is 6.517 eV.

Results of the Mulliken charge analysis, in e, for atoms 1 through 8: number 1, C, carries -0.613; number 2, C, carries -0.759; number 3, C, carries 0.169; number 4, P, carries -0.056; number 5, Cl, carries -0.196; number 6, H, carries 0.288; number 7, H, carries 0.274; number 8, H, carries 0.346

***

No. 3
C4H12N3 | the ωB97M-V functional and the def2-TZVPD basis

```
! RIJCOSX wB97M-V def2-TZVPD def2/J DEFGRID3
* xyz 0 2
C -1.751 0.871 0.185
C -0.623 0.915 -0.928
C -0.259 -0.663 -1.238
N 1.965 0.549 0.413
C 1.723 -0.704 0.104
N 0.393 -1.202 -0.135
N -1.037 0.226 1.407
H -2.527 0.186 -0.002
H -2.212 1.778 0.465
H -1.199 1.314 -1.782
H 0.007 1.816 -0.815
H -1.275 -1.132 -1.374
H 0.268 -0.757 -2.215
H 2.861 0.525 0.950
H 2.390 -1.510 -0.534
H 0.336 -2.180 -0.235
H -0.280 -0.462 1.063
H -0.443 0.980 1.821
H -1.714 -0.075 2.120
*
```

As for the strongest force on any atom: 0.0963 hartree/bohr. Its HOMO energy (spin up / spin down) is -3.656 / -7.320 eV. Its lowest unoccupied orbital energy (spin up / spin down) is 0.44 / 0.28 eV. Its HOMO-LUMO gap (spin up / spin down) is 4.095 / 7.600 eV. The total energy comes out at -323.67294 Ha. The value obtained for the energy above the lowest of the compared OMol25 structures with the same formula, charge and spin is 3.463 eV.

Results of the Mulliken charge analysis, in e, for atoms 1 through 8: number 1, C, carries -0.894; number 2, C, carries -0.544; number 3, C, carries -0.786; number 4, N, carries -0.620; number 5, C, carries -0.436; number 6, N, carries -0.269; number 7, N, carries -0.431; number 8, H, carries 0.406